Entry 1
ORCA calculation (ωB97M-V with the def2-TZVPD basis set) on a single C5H9N3O molecule.

Properties
SMILES: [H]/N=C(\[O-])[NH2+]C(=C)/C(C)=N\[H]
Orbital gap: 10.16 eV

Bonds (Å) are listed after each position.
Atoms and positions in Å:
1 H -0.2799 2.5679 2.3035  N2 1.011
2 N 0.0947 2.0042 1.5526  H1 1.011, C3 1.303
3 C 0.6755 0.8658 1.8081  N2 1.303, O4 1.189, N5 1.732
4 O 0.9211 0.0478 2.6361  C3 1.189
5 N 1.0698 0.5996 0.1431  C3 1.732, C6 1.421, H12 1.016, H13 1.238
6 C 0.5930 -0.6031 -0.4436  N5 1.421, C7 1.333, C8 1.500
7 C 1.4212 -1.5498 -0.8859  C6 1.333, H14 1.080, H15 1.082
8 C -0.8969 -0.7432 -0.5389  C6 1.500, C9 1.505, N10 1.270
9 C -1.6641 0.4435 -1.0578  C8 1.505, H16 1.088, H17 1.092, H18 1.092
10 N -1.5232 -1.8050 -0.2328  C8 1.270, H11 1.021
11 H -0.8935 -2.5169 0.1401  N10 1.021
12 H 2.0746 0.7027 0.0327  N5 1.016
13 H 0.4449 1.6652 0.2292  N5 1.238
14 H 1.0399 -2.4528 -1.3403  C7 1.080
15 H 2.4961 -1.4529 -0.8030  C7 1.082
16 H -2.6878 0.1414 -1.2670  C9 1.088
17 H -1.6822 1.2414 -0.3122  C9 1.092
18 H -1.2033 0.8441 -1.9638  C9 1.092

***

Entry 2
ORCA calculation (ωB97M-V with the def2-TZVPD basis set) on 2 unconnected molecules or ions with the total composition C5H9N3O.

Properties
Orbital gap: 10.03 eV

Bonds (Å) are listed after each position.
Atoms and positions in Å:
1 C 1.7535 1.6255 -0.3485  C2 1.529, H6 1.253, H7 1.121, H8 1.063
2 C 0.5593 0.7013 -0.1099  C1 1.529, N15 1.384, N16 1.402
3 C -1.7240 0.1728 0.1006  C4 1.512, N15 1.511, O18 1.158
4 C -1.2938 -1.1359 -0.5221  C3 1.512, C5 1.555, H9 1.077, H10 1.065
5 C 0.0659 -1.5208 0.1278  C4 1.555, H11 1.166, H12 1.229, N16 1.315
6 H 2.1960 2.0283 0.7526  C1 1.253
7 H 2.4637 1.4063 -1.1878  C1 1.121
8 H 1.4287 2.5926 -0.6483  C1 1.063
9 H -0.9656 -0.9531 -1.5315  C4 1.077
10 H -1.7407 -2.1027 -0.5222  C4 1.065
11 H 0.4799 -2.5761 -0.1454  C5 1.166
12 H -0.2484 -1.2951 1.2946  C5 1.229
13 H 3.2293 -0.0919 0.0412  no bonds
14 H 1.9795 -0.7408 1.5888  N17 1.158
15 N -0.6408 1.1888 0.3767  C2 1.384, C3 1.511
16 N 0.8575 -0.6309 -0.4302  C2 1.402, C5 1.315, N17 1.665
17 N 2.2121 -0.9697 0.4776  H14 1.158, N16 1.665
18 O -2.7486 0.6947 0.2377  C3 1.158

***

Entry 3
ORCA calculation (ωB97M-V with the def2-TZVPD basis set) on a single C5H9N3O molecule.

Properties
SMILES: [H]/N=C1\NCC(N)=C1CO
Orbital gap: 8.91 eV

Bonds (Å) are listed after each position.
Atoms and positions in Å:
1 H 2.7948 1.0937 1.5565  N2 1.072
2 N 1.7779 1.4014 1.4111  H1 1.072, C3 1.274
3 C 1.2495 0.4634 0.7294  N2 1.274, N4 1.430, C8 1.452
4 N 1.8435 -0.7899 0.3800  C3 1.430, C5 1.435, H11 1.020
5 C 0.9372 -1.6404 -0.3365  N4 1.435, C6 1.566, H12 1.057, H13 1.115
6 C -0.3610 -0.7675 -0.4074  C5 1.566, N7 1.378, C8 1.313
7 N -1.5090 -1.0941 -1.0957  C6 1.378, H14 1.046, H15 0.989
8 C -0.1074 0.3551 0.2246  C3 1.452, C6 1.313, C9 1.477
9 C -1.1180 1.4058 0.4626  C8 1.477, O10 1.429, H16 1.076, H17 1.041
10 O -1.8012 1.7397 -0.7472  C9 1.429, H18 1.023
11 H 2.8461 -0.9699 0.3372  N4 1.020
12 H 1.2990 -1.9534 -1.2789  C5 1.057
13 H 0.8606 -2.5905 0.2418  C5 1.115
14 H -2.0739 -0.2648 -1.3918  N7 1.046
15 H -1.6218 -1.8739 -1.6939  N7 0.989
16 H -1.7679 1.0348 1.2351  C9 1.076
17 H -0.5953 2.2336 0.8156  C9 1.041
18 H -2.6531 2.2168 -0.4425  O10 1.023

***

Entry 4
ORCA calculation (ωB97M-V with the def2-TZVPD basis set) on a single C5H9N3O molecule.

Properties
SMILES: [H]/N=C1\O[C@@H]1/C=N/N(C)C
Orbital gap: 9.41 eV

Bonds (Å) are listed after each position.
Atoms and positions in Å:
1 H -2.7918 -2.2228 -0.3865  N2 1.007
2 N -2.3706 -1.5761 0.2600  H1 1.007, C3 1.235
3 C -2.5780 -0.3925 -0.0233  N2 1.235, O4 1.265, C5 1.541
4 O -3.0146 0.4104 -0.8974  C3 1.265, C5 1.650
5 C -2.1229 1.0338 0.3425  C3 1.541, O4 1.650, C6 1.480, H11 1.122
6 C -0.6784 1.0487 0.0211  C5 1.480, N7 1.294, H12 1.132
7 N -0.0177 -0.0067 0.3728  C6 1.294, N8 1.317
8 N 1.2986 -0.0316 0.3302  N7 1.317, C9 1.407, C10 1.454
9 C 1.5865 -1.3971 0.5127  N8 1.407, H13 1.063, H14 1.105, H15 1.105
10 C 2.0467 0.9193 -0.4763  N8 1.454, H16 1.233, H17 1.138, H18 1.081
11 H -2.9027 1.7014 0.7964  C5 1.122
12 H -0.1245 1.9253 -0.4328  C6 1.132
13 H 0.8223 -2.0402 0.1485  C9 1.063
14 H 2.5661 -1.5205 0.0166  C9 1.105
15 H 1.7491 -1.5680 1.5927  C9 1.105
16 H 1.2229 1.3581 -1.2817  C10 1.233
17 H 2.4065 1.8154 0.1248  C10 1.138
18 H 2.9025 0.5433 -1.0201  C10 1.081

***

Which structure wins on stability? entry 3 wins.

***

Entry 1
ORCA calculation (ωB97M-V with the def2-TZVPD basis set) on 3 unconnected molecules or ions with the total composition C5H9N3O.

Properties
Orbital gap: 8.15 eV

Bonds (Å) are listed after each position.
Atoms and positions in Å:
1 C -1.1743 1.9703 0.9705  H6 1.219, H7 1.230, H8 1.028, N15 1.482
2 C -0.9937 0.1532 -0.5841  C4 1.382, N15 1.337, N16 1.450
3 C -1.5418 -2.0211 -0.7445  H10 1.034, N16 1.290, O18 1.428
4 C 0.2033 -0.5181 -0.4252  C2 1.382, N17 1.436, O18 1.425
5 C 2.7663 -0.4563 -0.4146  H12 1.319, N17 1.646
6 H 0.0077 2.1190 1.2291  C1 1.219
7 H -1.5446 1.2459 1.8926  C1 1.230
8 H -1.5447 2.9257 0.8828  C1 1.028
9 H -2.5317 1.4140 -0.1203  N15 0.928
10 H -1.9287 -2.9492 -0.9835  C3 1.034
11 H 1.3148 -0.3643 1.4331  N17 1.160
12 H 3.4108 0.6270 -0.0272  C5 1.319
13 H 3.4708 -1.8146 0.1231  no bonds
14 H 2.5425 -0.8289 -2.0287  no bonds
15 N -1.6236 1.2886 -0.2665  C1 1.482, C2 1.337, H9 0.928
16 N -2.0494 -0.8374 -0.6704  C2 1.450, C3 1.290
17 N 1.3452 -0.0589 0.3143  C4 1.436, C5 1.646, H11 1.160
18 O -0.1288 -1.8949 -0.5805  C3 1.428, C4 1.425

***

Entry 2
ORCA calculation (ωB97M-V with the def2-TZVPD basis set) on a single C5H9N3O molecule.

Properties
SMILES: C=C(C)/C(N)=N\C(N)=O
Orbital gap: 9.49 eV

Bonds (Å) are listed after each position.
Atoms and positions in Å:
1 C -1.5228 -0.9081 0.8430  C2 1.328, H10 1.083, H11 1.078
2 C -0.6240 0.0632 0.7310  C1 1.328, C3 1.499, C4 1.501
3 C 0.0308 0.7329 1.9007  C2 1.499, H12 1.092, H13 1.091, H14 1.088
4 C -0.1370 0.5097 -0.6173  C2 1.501, N5 1.362, N6 1.333
5 N -1.1041 1.0661 -1.3986  C4 1.362, H15 1.007, H16 1.003
6 N 1.1124 0.8911 -0.8836  C4 1.333, C7 1.344
7 C 1.9697 -0.1363 -1.0063  N6 1.344, N8 1.467, O9 1.205
8 N 1.1341 -1.3373 -1.1103  C7 1.467, H17 1.012, H18 1.004
9 O 3.1689 -0.1736 -0.8942  C7 1.205
10 H -1.9538 -1.3861 -0.0275  C1 1.083
11 H -1.9513 -1.1766 1.7952  C1 1.078
12 H 1.1068 0.5524 1.8633  C3 1.092
13 H -0.1109 1.8129 1.8463  C3 1.091
14 H -0.3688 0.3563 2.8398  C3 1.088
15 H -0.8118 1.6234 -2.1852  N5 1.007
16 H -2.0290 1.2335 -1.0482  N5 1.003
17 H 1.5630 -2.1855 -0.7630  N8 1.012
18 H 0.5278 -1.5381 -1.8850  N8 1.004

***

Which structure wins on stability? entry 2 wins.

***

Entry 1
ORCA calculation (ωB97M-V with the def2-TZVPD basis set) on 6 unconnected molecules or ions with the total composition C3H15NO4.

Properties
Orbital gap: 4.64 eV

Bonds (Å) are listed after each position.
Atoms and positions in Å:
1 N 0.4728 1.5976 0.4664  H5 1.007, H6 1.017, H22 1.022
2 C -0.0067 -0.6819 2.6091  C4 1.389, H7 1.081, H8 1.083
3 C -0.6738 -1.5740 0.4033  C4 1.379, H9 1.083, H10 1.081
4 C -0.5784 -0.5738 1.3481  C2 1.389, C3 1.379, H11 1.091
5 H 0.4287 2.5401 0.8174  N1 1.007
6 H 1.4501 1.3205 0.5169  N1 1.017
7 H 0.3553 -1.6419 2.9487  C2 1.081
8 H -0.2589 0.1216 3.2901  C2 1.083
9 H -1.2367 -1.4208 -0.5088  C3 1.083
10 H -0.3331 -2.5697 0.6486  C3 1.081
11 H -0.9936 0.4097 1.1243  C4 1.091
12 H 0.7170 0.0133 -2.1187  O14 1.050
13 H 0.8176 -1.5825 -1.9369  O14 0.960
14 O 1.2783 -0.7727 -1.7072  H12 1.050, H13 0.960
15 H 1.5372 -0.5916 1.4610  O17 0.954
16 H 1.8867 -0.7652 0.0879  O17 0.976
17 O 2.3230 -0.5186 0.9256  H15 0.954, H16 0.976
18 H -3.1211 1.0827 -1.3752  O20 0.967
19 H -1.5665 0.8983 -1.6615  O20 1.011
20 O -2.3072 0.7235 -0.9959  H18 0.967, H19 1.011
21 H -0.1713 1.3719 -3.3727  O23 0.957
22 H 0.1739 1.5350 -0.5091  N1 1.022
23 O -0.1931 1.0788 -2.4615  H21 0.957

***

Entry 2
ORCA calculation (ωB97M-V with the def2-TZVPD basis set) on 4 unconnected molecules or ions with the total composition C3H15NO4.

Properties
SMILES: C[C@H](N)CO.O.O.O
Orbital gap: 9.59 eV

Bonds (Å) are listed after each position.
Atoms and positions in Å:
1 C -2.8976 0.4820 1.0329  C2 1.548, H6 1.083, H7 1.087, H8 1.092
2 C -1.8525 0.6389 -0.0978  C1 1.548, N3 1.477, C4 1.521, H9 1.097
3 N -1.7360 -0.5318 -0.9915  C2 1.477, H10 1.002, H11 1.003
4 C -0.4961 0.8079 0.5684  C2 1.521, O5 1.422, H12 1.109, H13 1.111
5 O 0.4097 1.2680 -0.4267  C4 1.422, H14 0.975
6 H -3.6267 -0.3041 0.8811  C1 1.083
7 H -2.3974 0.2464 1.9691  C1 1.087
8 H -3.4633 1.3874 1.2634  C1 1.092
9 H -2.2165 1.4341 -0.7608  C2 1.097
10 H -1.8430 -0.4033 -1.9793  N3 1.002
11 H -1.9691 -1.4431 -0.6434  N3 1.003
12 H -0.4425 1.6028 1.3405  C4 1.109
13 H -0.4015 -0.1606 1.1046  C4 1.111
14 H 0.7668 0.5076 -0.9211  O5 0.975
15 O 2.0057 -0.7015 -1.6660  H16 0.973, H17 0.963
16 H 1.1121 -1.0552 -1.8195  O15 0.973
17 H 2.4252 -0.8191 -2.5245  O15 0.963
18 O 2.6322 1.2708 1.5701  H19 0.957, H20 0.972
19 H 1.8554 1.3540 2.1236  O18 0.957
20 H 2.1599 1.4833 0.7473  O18 0.972
21 O 1.0092 -2.6255 0.1048  H22 0.943, H23 0.969
22 H 0.8480 -2.9346 0.9808  O21 0.943
23 H 1.7701 -2.0932 -0.1715  O21 0.969

***

Which structure wins on stability? entry 2 wins.

***

Entry 1
ORCA calculation (ωB97M-V with the def2-TZVPD basis set) on 3 unconnected molecules or ions with the total composition C5H5ClN2O2.

Properties
Orbital gap (alpha / beta): 6.54 / 6.54 eV

Bonds (Å) are listed after each position.
Atoms and positions in Å:
1 C 1.6767 0.2656 1.7483  C4 1.350, N6 1.339, H11 1.093
2 C -0.0619 0.2444 0.3229  C5 1.465, N6 1.389, N7 1.355
3 C 3.0271 -2.9647 -1.3567  O8 1.151, O9 1.150
4 C 2.1078 0.0365 0.4896  C1 1.350, N7 1.315
5 C -1.3792 0.2587 -0.3177  C2 1.465, H12 1.117, H13 1.103, H14 1.185
6 N 0.3491 0.4055 1.6396  C1 1.339, C2 1.389
7 N 1.1059 0.1396 -0.3558  C2 1.355, C4 1.315, H15 1.058
8 O 2.1926 -2.3367 -1.8414  C3 1.151
9 O 3.8651 -3.6440 -0.9568  C3 1.150
10 Cl 4.6439 -0.9147 -0.2826  no bonds
11 H 2.1059 0.0498 2.7302  C1 1.093
12 H -1.4946 -0.7219 -0.8401  C5 1.117
13 H -1.5400 1.0361 -1.0836  C5 1.103
14 H -2.2347 0.1882 0.4998  C5 1.185
15 H 1.2934 -0.0885 -1.3720  N7 1.058

***

Entry 2
ORCA calculation (ωB97M-V with the def2-TZVPD basis set) on 2 unconnected molecules or ions with the total composition C5H5ClN2O2.

Properties
Orbital gap: 9.36 eV

Bonds (Å) are listed after each position.
Atoms and positions in Å:
1 C -0.8902 0.6439 -0.2852  C2 1.336, N7 1.347, H11 1.103
2 C 0.3813 0.3046 -0.5169  C1 1.336, C5 1.521, N6 1.355
3 C -0.8804 0.0239 -2.5199  N6 1.553, N7 1.354
4 C -1.0320 -3.0093 -2.4193  O8 1.160, O9 1.154
5 C 1.6142 0.5661 0.3348  C2 1.521, H12 1.178, H13 1.027, H14 1.065
6 N 0.5107 -0.0069 -1.8292  C2 1.355, C3 1.553, Cl10 1.669
7 N -1.5471 0.5285 -1.4549  C1 1.347, C3 1.354, H15 1.017
8 O -1.9446 -2.7698 -1.7451  C4 1.160
9 O -0.0865 -3.2017 -3.0528  C4 1.154
10 Cl 1.9099 -0.4196 -2.6405  N6 1.669
11 H -1.5149 0.8249 0.6055  C1 1.103
12 H 2.3972 0.2610 -0.4909  C5 1.178
13 H 1.7551 1.5349 0.6459  C5 1.027
14 H 1.7846 -0.0294 1.2010  C5 1.065
15 H -2.5598 0.5171 -1.5506  N7 1.017

***

Entry 3
ORCA calculation (ωB97M-V with the def2-TZVPD basis set) on a single C5H5ClN2O2 molecule.

Properties
SMILES: [H]/N=C/C=C\C=C(\Cl)[N+](=O)[O-]
Orbital gap: 8.44 eV

Bonds (Å) are listed after each position.
Atoms and positions in Å:
1 H 1.2240 1.8532 -1.1528  N2 1.032
2 N 0.8475 0.9325 -0.8781  H1 1.032, C3 1.289
3 C 0.5495 1.0546 0.3695  N2 1.289, C4 1.460, H12 1.142
4 C -0.0992 -0.1072 0.9705  C3 1.460, C5 1.384, H13 1.137
5 C -0.6950 -1.0632 0.1659  C4 1.384, C6 1.467, H14 1.098
6 C -0.8716 -0.9028 -1.2817  C5 1.467, C7 1.359, H15 1.077
7 C -0.5201 -1.7402 -2.2920  C6 1.359, Cl8 1.730, N9 1.391
8 Cl -0.8241 -1.1782 -3.9001  C7 1.730
9 N -0.2384 -3.0904 -2.1080  C7 1.391, O10 1.217, O11 1.207
10 O 0.1230 -3.4514 -1.0030  N9 1.217
11 O -0.5321 -3.8639 -2.9865  N9 1.207
12 H 0.7281 2.0423 0.9139  C3 1.142
13 H 0.0564 -0.1950 2.0936  C4 1.137
14 H -0.9780 -2.0726 0.4916  C5 1.098
15 H -1.0912 0.1183 -1.5429  C6 1.077

***

Which structure wins on stability? entry 2 wins.